Computed, not measured: a cluster of 2 separate species, C4H13NPS in total, with ωB97M-V/def2-TZVPD.

Summary:
Charge: +1
Multiplicity: 1
Energy relative to the best compared isomer or geometry (same formula, charge and spin): 78.6 kcal per mole

Geometry (Å):
S: 0.0925 2.6058 1.7134
P: 1.1242 4.5274 1.6646
N: 0.2009 -1.7983 -0.3737
C: -0.3695 1.9741 0.2702
C: 1.0576 -1.7861 -1.6152
C: -1.0114 0.7109 0.0379
C: -0.9256 -2.7073 -0.2929
H: -1.6079 0.8270 -0.9365
H: -1.3344 -2.5860 0.8485
H: 2.0344 4.3478 2.8474
H: 1.4332 -2.8472 -1.8805
H: -1.8528 -2.6351 -0.9977
H: -1.5644 0.3752 0.8847
H: 1.8391 -1.1010 -1.5551
H: -0.5842 -3.8117 -0.4086
H: 0.1669 5.1991 2.6973
H: 0.1632 2.4165 -0.5653
H: 0.4322 -1.4048 -2.5409
H: -0.1594 -0.1846 -0.1254
H: 0.8656 -2.1216 0.3280



Computed, not measured: a cluster of 4 separate species, C4H18NO3 in total, with ωB97M-V/def2-TZVPD.

Summary:
Charge: +1
Multiplicity: 1
Energy relative to the best compared isomer or geometry (same formula, charge and spin): 26.4 kcal per mole

Geometry (Å):
O: -1.1384 1.5380 2.7362
O: 0.8100 2.6015 4.3702
O: -0.1367 1.9588 -0.2940
N: 0.3729 -1.8206 -1.5208
C: -0.4499 -1.3921 0.7820
C: -0.2754 -0.6220 -2.1345
C: -0.0410 -0.6255 -3.6085
C: 0.7645 -1.7031 -0.0766
H: -1.1269 -2.2384 0.7696
H: 1.2022 -2.0057 -2.0769
H: 1.4582 -0.8832 -0.0009
H: -0.7476 -0.3832 0.5241
H: -1.3353 -0.5157 -1.8870
H: -0.5988 1.7652 0.5297
H: -0.2275 1.7152 3.0346
H: -0.0066 0.2861 -1.5866
H: -0.4737 -1.5005 -4.1162
H: 1.5477 2.4518 4.9675
H: 0.5891 3.5366 4.3946
H: -1.6774 1.8707 3.4594
H: 1.3625 -2.5751 0.1725
H: -0.2485 0.2466 -4.2222
H: 1.0040 -0.8732 -3.8583
H: -0.2705 -2.6020 -1.6107
H: -0.1928 2.8827 -0.5329
H: -0.1640 -1.1129 1.7857



no.,DFT total energy (eV),LUMO (eV)
1,-25962.9254,-5.1
2,-12066.2195,-2.8